No. 1
Density functional theory data (ωB97M-V/def2-TZVPD) for a structure of composition C36H40N6O6PtS.

Calculated values
net charge	0
HOMO level (alpha / beta)	-8.1 / -8.1	eV
orbital gap (alpha / beta)	8.196 / 8.197	eV
multiplicity	1

Positions of all 90 atoms, in Å:
Pt (-0.071, -1.089, -0.836)
C (-3.030, 2.411, 4.370)
C (-1.550, 2.601, 4.559)
C (-1.048, 3.334, 5.627)
C (0.316, 3.496, 5.820)
C (1.203, 2.934, 4.917)
C (0.729, 2.217, 3.828)
C (-0.640, 2.037, 3.658)
N (-1.183, 1.330, 2.556)
C (-0.557, 0.381, 1.785)
N (0.335, -0.377, 2.421)
C (1.194, -1.381, 1.916)
C (1.168, -1.805, 0.599)
C (2.051, -2.817, 0.219)
C (2.931, -3.372, 1.128)
C (2.940, -2.931, 2.442)
C (2.078, -1.935, 2.856)
C (2.079, -1.466, 4.290)
N (-0.878, 0.238, 0.525)
C (-1.876, 1.124, 0.000)
C (-1.464, 2.230, -0.735)
C (-2.395, 3.087, -1.293)
C (-3.749, 2.833, -1.120)
C (-4.155, 1.738, -0.374)
C (-3.236, 0.866, 0.209)
C (-3.718, -0.280, 1.063)
H (-3.579, 2.820, 5.216)
H (-3.278, 1.351, 4.279)
H (-3.394, 2.913, 3.468)
H (-1.746, 3.777, 6.327)
H (0.681, 4.064, 6.664)
H (2.270, 3.060, 5.045)
H (1.426, 1.825, 3.100)
H (-1.995, 1.746, 2.130)
H (0.397, -0.213, 3.412)
H (2.050, -3.148, -0.806)
H (3.621, -4.142, 0.808)
H (3.628, -3.364, 3.159)
H (2.838, -2.004, 4.855)
H (1.119, -1.651, 4.783)
H (2.306, -0.399, 4.378)
H (-0.401, 2.385, -0.863)
H (-2.069, 3.940, -1.874)
H (-4.487, 3.490, -1.561)
H (-5.213, 1.552, -0.228)
H (-4.667, -0.661, 0.685)
H (-3.891, 0.050, 2.092)
H (-3.005, -1.100, 1.105)
C (-3.626, -1.219, -3.313)
C (-2.507, -1.367, -2.336)
N (-1.461, -0.624, -2.372)
O (-1.460, 0.415, -3.279)
C (-2.551, -2.363, -1.275)
C (-3.681, -3.328, -1.120)
N (-1.551, -2.362, -0.411)
O (-1.536, -3.056, 0.623)
H (-3.249, -0.800, -4.243)
H (-4.386, -0.537, -2.924)
H (-4.091, -2.183, -3.505)
H (-0.553, 0.753, -3.229)
H (-4.648, -2.848, -1.272)
H (-3.647, -3.753, -0.120)
H (-3.590, -4.147, -1.839)
C (1.751, -2.267, -4.301)
C (0.486, -2.546, -3.500)
C (-0.011, -3.973, -3.710)
O (0.756, -2.363, -2.126)
H (1.582, -2.503, -5.355)
H (2.581, -2.866, -3.925)
H (2.045, -1.221, -4.219)
H (-0.291, -1.874, -3.880)
H (0.786, -4.685, -3.491)
H (-0.341, -4.121, -4.741)
H (-0.847, -4.179, -3.038)
O (5.126, -0.997, -3.303)
S (4.746, -0.419, -2.047)
O (5.554, -0.687, -0.892)
N (3.178, -0.751, -1.718)
C (2.482, 0.333, -1.619)
O (1.234, 0.434, -1.329)
C (3.221, 1.613, -1.891)
C (2.751, 2.914, -1.886)
C (3.638, 3.930, -2.220)
C (4.958, 3.643, -2.557)
C (5.428, 2.334, -2.551)
C (4.536, 1.341, -2.207)
H (1.722, 3.126, -1.627)
H (3.300, 4.959, -2.223)
H (5.627, 4.449, -2.827)
H (6.453, 2.100, -2.807)

Atomic partial charges in e from the Mulliken method, atoms 1 to 5: number 1, Pt, carries 0.43; number 2, C, carries -1.35; number 3, C, carries 0.60; number 4, C, carries -0.74; number 5, C, carries -0.71

No. 2
Density functional theory data (ωB97M-V/def2-TZVPD) for a structure of composition C36H40N7O4PRuSTe2 in a non-equilibrium geometry.

Calculated values
net charge	+1
HOMO level (alpha / beta)	-9.6 / -9.6	eV
orbital gap (alpha / beta)	5.486 / 4.687	eV
multiplicity	2

Positions of all 92 atoms, in Å:
Ru (-0.637, 1.108, -1.887)
N (-2.089, 4.976, -3.304)
C (-1.445, 3.807, -3.111)
S (-2.442, 2.406, -2.619)
N (-0.156, 3.756, -3.240)
N (0.344, 2.513, -2.962)
C (1.581, 2.269, -3.125)
C (1.972, 0.871, -3.022)
C (3.254, 0.436, -3.245)
C (3.502, -0.934, -3.329)
C (2.449, -1.808, -3.192)
C (1.187, -1.303, -2.900)
N (0.950, -0.003, -2.788)
H (-3.074, 4.946, -3.504)
H (-1.555, 5.722, -3.726)
H (2.265, 3.066, -3.399)
H (4.038, 1.170, -3.377)
H (4.505, -1.300, -3.504)
H (2.595, -2.873, -3.300)
H (0.337, -1.958, -2.778)
C (-0.519, 3.411, 2.027)
Te (-0.620, 3.524, -0.101)
C (-2.297, 4.804, 0.262)
C (-2.107, 5.317, 1.668)
C (-2.755, 6.466, 2.113)
C (-2.520, 6.946, 3.390)
C (-1.658, 6.267, 4.244)
C (-1.036, 5.106, 3.819)
C (-1.249, 4.634, 2.526)
H (0.522, 3.442, 2.328)
H (-0.962, 2.487, 2.402)
H (-3.228, 4.240, 0.163)
H (-2.318, 5.614, -0.463)
H (-3.433, 6.991, 1.452)
H (-2.997, 7.861, 3.717)
H (-1.458, 6.653, 5.235)
H (-0.364, 4.570, 4.479)
O (1.121, 1.432, -0.358)
N (1.337, 0.662, 0.668)
C (1.912, 1.168, 1.704)
C (2.584, 2.442, 1.695)
N (3.155, 3.439, 1.659)
C (1.945, 0.361, 2.901)
N (1.909, -0.267, 3.862)
Te (1.656, -2.131, 0.429)
C (1.657, -4.101, 1.242)
C (1.669, -4.284, 2.619)
C (1.647, -5.570, 3.147)
C (1.618, -6.671, 2.302)
C (1.603, -6.491, 0.926)
C (1.612, -5.208, 0.394)
C (3.787, -2.048, 0.334)
C (4.430, -2.921, -0.545)
C (5.802, -2.848, -0.738)
C (6.551, -1.894, -0.061)
C (5.923, -1.039, 0.832)
C (4.549, -1.120, 1.033)
H (1.703, -3.426, 3.280)
H (1.652, -5.714, 4.219)
H (1.606, -7.671, 2.716)
H (1.580, -7.350, 0.267)
H (1.594, -5.068, -0.681)
H (3.851, -3.658, -1.089)
H (6.288, -3.531, -1.425)
H (7.618, -1.818, -0.227)
H (6.499, -0.302, 1.378)
H (4.091, -0.452, 1.750)
C (-5.606, -0.642, -1.084)
C (-4.398, 0.262, -1.008)
O (-3.337, -0.425, -0.313)
P (-1.828, -0.585, -0.819)
O (-1.816, -1.776, -1.875)
C (-2.548, -3.015, -1.695)
C (-3.294, -3.325, -2.970)
O (-1.263, -1.327, 0.465)
C (-1.599, -0.991, 1.833)
C (-2.640, -1.940, 2.381)
H (-6.438, -0.102, -1.537)
H (-5.899, -0.965, -0.085)
H (-5.394, -1.524, -1.688)
H (-4.627, 1.163, -0.439)
H (-4.068, 0.552, -2.005)
H (-3.227, -2.915, -0.847)
H (-1.821, -3.793, -1.464)
H (-4.025, -2.545, -3.190)
H (-3.814, -4.279, -2.875)
H (-2.602, -3.386, -3.810)
H (-1.943, 0.045, 1.886)
H (-0.667, -1.083, 2.391)
H (-3.612, -1.762, 1.921)
H (-2.727, -1.795, 3.458)
H (-2.340, -2.971, 2.188)

Atomic partial charges in e from the Mulliken method, atoms 1 to 5: number 1, Ru, carries -0.43; number 2, N, carries -0.29; number 3, C, carries 0.38; number 4, S, carries -0.38; number 5, N, carries -1.32

| no. | E_tot (eV) |
| --- | --- |
| 1 | -73286.81331 |
| 2 | -93886.55858 |